Entry from the Open Molecules 2025 dataset: 13 unconnected molecules or ions with the total composition C44H121N7O21 (ωB97M-V/def2-TZVPD).

CARTESIAN COORDINATES (ANGSTROEM)
C  -6.2521  -6.1599  -12.9852
C  -7.5631  -6.9017  -12.7724
C  -7.3500  -8.4276  -13.1859
O  -8.6550  -9.0061  -12.9558
C  -8.7304  -10.3952  -13.1497
N  -8.0437  -6.8300  -11.3849
H  -5.5570  -6.3129  -12.1597
H  -6.3519  -5.1328  -13.3360
H  -5.6523  -6.5276  -13.8178
H  -8.3591  -6.5261  -13.4155
H  -6.6098  -8.9230  -12.5574
H  -7.1352  -8.5253  -14.2500
H  -9.7839  -10.5924  -12.9509
H  -8.2115  -10.9964  -12.4031
H  -8.4359  -10.6489  -14.1680
H  -8.9737  -7.2188  -11.3220
H  -7.5256  -7.4339  -10.7628
C  -6.6313  -1.3604  -11.1732
C  -7.2155  -1.2469  -12.5808
C  -6.4505  -0.2931  -13.5218
O  -6.7804  -0.6152  -14.8980
C  -6.1917  0.1715  -15.8811
N  -6.8836  -2.6062  -13.0940
H  -6.7264  -0.4416  -10.5945
H  -5.5644  -1.5830  -11.1614
H  -7.0060  -2.2023  -10.5911
H  -8.2182  -0.8933  -12.3406
H  -5.3841  -0.4600  -13.3696
H  -6.7662  0.7341  -13.3393
H  -6.6434  1.1563  -15.7616
H  -6.3309  -0.1308  -16.9190
H  -5.1240  0.2896  -15.6959
H  -7.2777  -2.5395  -14.0216
H  -7.5680  -3.2258  -12.6844
C  -11.3884  -5.0025  -11.7142
C  -10.4126  -3.9890  -11.3880
C  -9.7027  -4.0636  -10.0544
O  -10.6102  -4.1016  -8.9596
C  -10.9660  -2.8025  -8.5374
N  -9.3253  -4.0383  -12.3218
H  -10.8784  -5.9658  -11.7078
H  -11.8231  -4.8925  -12.7077
H  -12.2357  -5.0918  -11.0343
H  -10.8759  -3.0050  -11.4592
H  -9.0086  -3.2615  -9.8035
H  -9.0828  -4.9568  -9.9770
H  -11.4607  -2.3654  -9.4047
H  -10.1021  -2.2717  -8.1374
H  -11.6361  -2.8343  -7.6783
H  -8.8267  -4.9124  -12.2357
H  -9.6706  -4.1131  -13.2680
C  -4.5055  -7.9703  -22.7196
C  -3.2216  -7.4234  -22.1719
C  -3.4366  -6.8505  -20.6697
O  -2.1711  -6.2310  -20.1717
C  -2.1022  -5.8398  -18.8238
N  -1.9706  -8.2205  -22.2642
H  -4.6529  -9.0487  -22.6606
H  -4.5289  -7.7712  -23.7910
H  -5.4681  -7.6412  -22.3282
H  -2.9150  -6.5066  -22.6756
H  -3.9358  -7.5577  -20.0073
H  -4.1288  -6.0158  -20.7795
H  -2.3966  -6.6623  -18.1719
H  -2.8410  -5.0472  -18.7053
H  -1.0972  -5.4644  -18.6311
H  -1.3684  -7.9174  -21.5122
H  -1.4460  -7.8003  -23.0181
C  -4.8919  -12.3597  -15.0690
C  -3.8045  -11.3888  -14.5356
C  -2.4943  -11.6372  -15.2475
O  -1.4415  -10.7837  -14.7597
C  -0.8395  -11.0425  -13.4868
N  -4.1771  -9.9895  -14.7061
H  -5.8781  -11.8982  -15.1189
H  -4.8913  -13.1528  -14.3212
H  -4.5027  -12.8171  -15.9786
H  -3.6578  -11.6778  -13.4949
H  -2.6538  -11.5648  -16.3233
H  -2.3753  -12.6699  -14.9195
H  -0.4085  -12.0317  -13.3322
H  -1.5660  -11.1544  -12.6819
H  -0.1116  -10.2973  -13.1661
H  -4.2581  -9.7813  -15.6911
H  -3.3244  -9.5449  -14.3972
C  -2.5248  -13.4100  -22.3588
C  -2.9512  -11.9653  -22.0347
O  -2.2631  -11.0579  -22.8764
O  -3.6070  -14.3205  -21.8354
H  -1.7683  -13.8335  -21.6982
H  -2.2064  -13.6665  -23.3692
H  -2.8200  -11.8044  -20.9646
H  -4.0119  -11.7694  -22.1917
H  -2.4379  -10.1425  -22.6461
H  -3.6973  -15.0646  -22.4352
C  0.9988  -7.6792  -15.2507
C  1.0429  -8.8118  -16.2684
O  1.0132  -10.0571  -15.5769
O  -0.1969  -7.7095  -14.5360
H  0.9842  -6.7308  -15.7878
H  1.8184  -7.5587  -14.5424
H  1.9473  -8.7027  -16.8670
H  0.1493  -8.6263  -16.8643
H  0.1501  -10.2479  -15.2024
H  -0.2260  -6.9169  -13.9951
C  -9.0760  -8.9354  -20.0842
C  -8.5109  -9.6276  -21.3388
O  -8.0726  -8.6341  -22.2589
O  -9.8278  -9.8901  -19.3908
H  -9.6982  -8.0623  -20.2811
H  -8.2957  -8.5522  -19.4267
H  -9.2202  -10.3568  -21.7302
H  -7.6729  -10.2441  -21.0136
H  -8.2887  -8.8155  -23.1765
H  -10.3344  -10.4053  -20.0228
C  -0.1286  -10.2581  -19.6393
C  0.5502  -10.8481  -20.9035
O  0.5455  -10.1569  -22.1025
O  -0.0051  -8.8494  -19.4877
H  0.2811  -10.6485  -18.7077
H  -1.2026  -10.4011  -19.7585
H  0.2289  -11.8745  -21.0805
H  1.6198  -10.8815  -20.6961
H  -0.3685  -10.1107  -22.3928
H  0.8645  -8.4927  -19.6830
C  -3.2238  -4.2477  -15.2917
C  -3.6171  -2.9793  -16.0488
O  -3.0101  -2.9649  -17.4056
O  -1.8273  -4.4547  -15.4270
H  -3.7518  -5.0066  -15.8689
H  -3.5563  -4.3254  -14.2565
H  -3.2762  -2.1182  -15.4740
H  -4.7013  -2.9215  -16.1443
H  -3.3829  -2.2807  -17.9663
H  -1.5991  -4.2521  -16.3372
C  -5.9848  -14.6968  -18.6191
C  -6.0560  -13.4049  -19.4034
O  -4.7490  -12.9512  -19.5418
O  -5.4380  -15.7282  -19.4551
H  -6.9898  -14.9793  -18.3055
H  -5.3979  -14.6829  -17.7007
H  -6.6531  -12.7460  -18.7729
H  -6.4630  -13.7125  -20.3666
H  -4.5371  -13.3822  -20.3730
H  -4.5519  -15.4254  -19.6666
C  -5.0252  -0.2089  -19.4714
O  -5.1553  -1.6052  -19.1937
C  -6.0403  -2.1639  -20.0639
C  -7.6145  -1.7528  -20.0794
N  -8.0903  -1.0650  -21.3069
C  -9.4285  -0.4390  -20.9050
C  -10.2927  -0.0709  -22.1092
O  -10.8662  -1.2391  -22.7242
C  -11.7283  -0.9949  -23.8728
H  -4.8028  0.3145  -18.5415
H  -5.9709  0.1450  -19.8819
H  -4.2704  -0.0625  -20.2441
H  -5.9559  -3.2502  -20.0329
H  -5.6077  -2.1890  -21.0640
H  -7.8687  -1.0554  -19.2811
H  -8.2288  -2.6487  -19.9892
H  -8.3462  -1.7128  -22.0383
H  -9.2827  0.5598  -20.4935
H  -9.9067  -1.0563  -20.1445
H  -9.8891  0.6557  -22.8144
H  -11.1238  0.5529  -21.7801
H  -11.1457  -0.6203  -24.7145
H  -12.6189  -0.3807  -23.7401
H  -12.1356  -1.9579  -24.1806
C  -9.5166  -3.3903  -16.3698
O  -8.1849  -3.9731  -16.2721
C  -7.9378  -5.0107  -17.2628
C  -6.3848  -5.2098  -17.0407
N  -5.8033  -6.2720  -17.9268
C  -6.3083  -7.5905  -17.5292
C  -5.5668  -8.7608  -18.0278
O  -4.2271  -8.7433  -17.6461
C  -3.4896  -9.7675  -18.2887
H  -9.7814  -2.7167  -15.5547
H  -10.2785  -4.1534  -16.5290
H  -9.4949  -2.8582  -17.3208
H  -8.1176  -4.6135  -18.2618
H  -8.5493  -5.9014  -17.1181
H  -6.2168  -5.3276  -15.9702
H  -5.8068  -4.2996  -17.2003
H  -4.7972  -6.3236  -17.9996
H  -7.3549  -7.7357  -17.7969
H  -6.2450  -7.6209  -16.4415
H  -5.6669  -8.6684  -19.1092
H  -6.0273  -9.6891  -17.6897
H  -3.8328  -10.7912  -18.1394
H  -2.4718  -9.6169  -17.9288
H  -3.2952  -9.6890  -19.3583

Values from the calculation:
E_HOMO = -8.8 eV
multiplicity = 1
orbital gap = 9.11 eV
net charge = 0
ΔE to the lowest compared entry with this formula, charge and spin = 0.137 eV
LUMO = 0.34 eV